{
  "formula": "C74H134Cl3F15N23O18S5",
  "method": "ωB97M-V/def2-TZVPD",
  "elements": ["C", "C", "O", "N", "H", "H", "C", "H", "H", "H", "H", "H", "H", "C", "C", "O", "N", "H", "H", "C", "H", "H", "H", "H", "H", "H", "C", "C", "O", "N", "H", "H", "C", "H", "H", "H", "H", "H", "H", "C", "C", "N", "C", "C", "N", "C", "C", "H", "H", "H", "H", "H", "H", "H", "H", "H", "H", "H", "C", "C", "N", "C", "C", "N", "C", "C", "H", "H", "H", "H", "H", "H", "H", "H", "H", "H", "H", "C", "C", "N", "C", "C", "N", "C", "C", "H", "H", "H", "H", "H", "H", "H", "H", "H", "H", "H", "C", "C", "N", "C", "C", "N", "C", "C", "H", "H", "H", "H", "H", "H", "H", "H", "H", "H", "H", "C", "C", "N", "C", "C", "N", "C", "C", "H", "H", "H", "H", "H", "H", "H", "H", "H", "H", "H", "C", "C", "N", "C", "C", "N", "C", "C", "H", "H", "H", "H", "H", "H", "H", "H", "H", "H", "H", "C", "C", "N", "C", "C", "N", "C", "C", "H", "H", "H", "H", "H", "H", "H", "H", "H", "H", "H", "C", "C", "N", "C", "C", "N", "C", "C", "H", "H", "H", "H", "H", "H", "H", "H", "H", "H", "H", "C", "C", "N", "C", "C", "N", "C", "C", "H", "H", "H", "H", "H", "H", "H", "H", "H", "H", "H", "C", "C", "N", "C", "C", "N", "C", "C", "H", "H", "H", "H", "H", "H", "H", "H", "H", "H", "H", "Cl", "Cl", "Cl", "C", "F", "F", "F", "S", "O", "O", "O", "C", "F", "F", "F", "S", "O", "O", "O", "C", "F", "F", "F", "S", "O", "O", "O", "C", "F", "F", "F", "S", "O", "O", "O", "C", "F", "F", "F", "S", "O", "O", "O"],
  "coordinates": [[0.243, -8.448, 3.207], [-0.162, -7.028, 3.456], [-1.013, -6.733, 4.288], [0.641, -5.908, 2.860], [1.364, -6.183, 2.211], [0.020, -5.423, 2.229], [1.318, -4.905, 3.849], [1.112, -8.842, 3.733], [0.418, -8.704, 2.162], [-0.525, -9.146, 3.540], [1.809, -5.516, 4.607], [0.608, -4.260, 4.367], [1.965, -4.360, 3.162], [1.507, -0.166, -1.090], [0.182, 0.583, -0.833], [-0.098, 1.632, -1.375], [-0.877, -0.156, -0.002], [-0.481, -0.938, 0.500], [-1.191, 0.510, 0.689], [-2.070, -0.792, -0.763], [2.134, -0.507, -0.266], [2.034, 0.456, -1.814], [1.218, -0.993, -1.738], [-2.867, -1.019, -0.055], [-1.699, -1.669, -1.293], [-2.305, -0.081, -1.556], [-1.880, -5.239, -2.590], [-0.967, -6.428, -2.971], [-0.750, -6.913, -4.097], [-0.264, -7.037, -1.809], [-0.780, -7.289, -0.978], [-0.033, -7.976, -2.101], [0.935, -6.246, -1.494], [-2.045, -4.568, -3.432], [-1.398, -4.677, -1.791], [-2.825, -5.615, -2.198], [1.222, -6.318, -0.446], [0.702, -5.184, -1.581], [1.745, -6.496, -2.179], [-3.251, -3.152, 3.989], [-3.492, -2.280, 2.757], [-4.289, -3.020, 1.878], [-3.780, -4.006, 1.015], [-4.896, -4.583, 0.248], [-6.061, -3.934, 0.722], [-5.665, -3.053, 1.754], [-7.369, -4.233, 0.217], [-2.689, -4.060, 3.765], [-4.128, -3.484, 4.544], [-2.712, -2.546, 4.716], [-2.644, -1.860, 2.215], [-3.952, -1.416, 3.235], [-2.759, -4.359, 1.012], [-4.879, -5.391, -0.468], [-6.474, -2.458, 2.153], [-7.632, -3.608, -0.636], [-8.019, -3.794, 0.974], [-7.559, -5.277, -0.033], [5.475, -3.908, 5.666], [4.856, -3.448, 4.416], [5.626, -3.648, 3.204], [6.196, -4.822, 2.783], [6.988, -4.549, 1.673], [6.863, -3.166, 1.422], [5.831, -2.741, 2.231], [7.619, -2.475, 0.388], [5.413, -4.987, 5.811], [5.053, -3.496, 6.582], [6.536, -3.721, 5.831], [4.552, -2.406, 4.523], [3.958, -4.017, 4.177], [5.949, -5.724, 3.323], [7.647, -5.102, 1.021], [5.471, -1.724, 2.284], [7.015, -2.423, -0.518], [8.592, -2.916, 0.168], [7.808, -1.454, 0.722], [-4.618, 1.023, 7.986], [-3.683, -0.221, 8.077], [-2.538, -0.069, 7.274], [-2.363, -0.235, 5.858], [-1.017, 0.004, 5.487], [-0.405, 0.323, 6.695], [-1.278, 0.208, 7.764], [1.041, 0.524, 6.850], [-5.588, 0.844, 8.449], [-4.764, 1.189, 6.918], [-4.320, 1.931, 8.511], [-4.143, -1.182, 7.851], [-3.425, -0.402, 9.121], [-3.250, -0.476, 5.290], [-0.486, 0.062, 4.549], [-0.969, 0.451, 8.770], [1.202, 0.533, 7.928], [1.330, 1.445, 6.344], [1.525, -0.388, 6.498], [-4.297, 1.988, -4.354], [-4.418, 3.189, -3.394], [-5.393, 4.183, -3.851], [-5.005, 5.543, -3.966], [-6.164, 6.082, -4.482], [-7.230, 5.162, -4.532], [-6.702, 4.000, -3.954], [-8.532, 5.342, -5.100], [-3.797, 2.031, -5.321], [-5.279, 1.647, -4.681], [-3.800, 1.183, -3.813], [-3.401, 3.566, -3.288], [-4.750, 2.879, -2.403], [-4.020, 5.939, -3.771], [-6.359, 7.083, -4.837], [-7.358, 3.168, -3.749], [-8.555, 4.860, -6.078], [-8.846, 6.378, -5.226], [-9.255, 4.921, -4.401], [-4.614, 3.940, 0.197], [-5.397, 4.414, 1.483], [-6.210, 3.253, 1.937], [-7.016, 2.436, 1.154], [-7.676, 1.585, 2.061], [-7.191, 1.821, 3.380], [-6.384, 2.952, 3.291], [-7.696, 1.190, 4.623], [-5.258, 4.000, -0.680], [-4.188, 2.937, 0.212], [-3.784, 4.609, -0.033], [-6.062, 5.260, 1.313], [-4.664, 4.745, 2.219], [-7.103, 2.790, 0.137], [-8.433, 0.844, 1.848], [-5.901, 3.398, 4.148], [-7.440, 1.635, 5.585], [-7.545, 0.113, 4.549], [-8.778, 1.295, 4.697], [4.787, -0.004, -5.936], [5.017, -1.039, -7.060], [6.260, -0.844, -7.858], [7.321, -0.033, -7.524], [8.276, -0.139, -8.491], [7.911, -1.210, -9.375], [6.596, -1.422, -9.066], [8.700, -1.861, -10.373], [3.854, -0.183, -5.402], [4.801, 1.001, -6.358], [5.575, -0.013, -5.183], [4.162, -1.006, -7.734], [4.991, -2.116, -6.893], [7.424, 0.373, -6.529], [9.327, 0.101, -8.556], [5.909, -2.090, -9.565], [8.271, -2.736, -10.862], [9.708, -2.126, -10.055], [8.774, -1.185, -11.225], [3.589, 5.615, 6.030], [4.366, 5.463, 4.761], [3.535, 5.446, 3.555], [2.695, 6.433, 3.135], [2.180, 5.973, 1.925], [2.722, 4.756, 1.564], [3.536, 4.432, 2.589], [2.378, 3.977, 0.439], [4.181, 5.777, 6.930], [2.859, 4.820, 6.184], [2.899, 6.451, 5.914], [4.997, 4.577, 4.692], [5.104, 6.246, 4.587], [2.543, 7.393, 3.606], [1.433, 6.485, 1.336], [4.134, 3.533, 2.619], [3.021, 3.100, 0.372], [2.696, 4.519, -0.452], [1.340, 3.646, 0.442], [1.491, 3.674, -3.749], [2.532, 2.679, -4.389], [2.086, 2.112, -5.612], [2.237, 2.555, -6.898], [1.540, 1.688, -7.789], [1.297, 0.579, -7.018], [1.603, 0.842, -5.682], [0.722, -0.729, -7.454], [1.591, 3.593, -2.666], [0.483, 3.279, -3.882], [1.374, 4.727, -4.005], [2.749, 1.865, -3.698], [3.570, 3.000, -4.483], [2.722, 3.499, -7.102], [1.307, 1.707, -8.844], [1.432, 0.180, -4.845], [0.499, -1.292, -6.548], [1.532, -1.338, -7.856], [-0.083, -0.632, -8.182], [6.348, -4.463, -5.258], [6.435, -3.512, -4.060], [5.817, -4.029, -2.854], [6.099, -5.158, -2.090], [5.169, -5.239, -1.054], [4.266, -4.193, -1.172], [4.700, -3.512, -2.291], [3.015, -3.822, -0.459], [7.307, -4.395, -5.770], [5.561, -4.253, -5.982], [6.374, -5.540, -5.092], [6.031, -2.558, -4.398], [7.479, -3.279, -3.852], [6.895, -5.837, -2.355], [5.065, -6.043, -0.340], [4.239, -2.572, -2.555], [3.014, -2.945, 0.188], [2.568, -4.649, 0.093], [2.382, -3.537, -1.299], [-0.204, 3.302, 4.252], [-0.224, 4.464, 5.306], [-1.611, 4.853, 5.705], [-2.728, 4.881, 4.889], [-3.759, 5.186, 5.734], [-3.257, 5.559, 6.985], [-1.924, 5.453, 6.915], [-4.000, 5.977, 8.131], [-1.113, 2.711, 4.367], [0.664, 2.647, 4.330], [-0.151, 3.650, 3.220], [0.219, 5.354, 4.858], [0.326, 4.184, 6.205], [-2.673, 4.614, 3.844], [-4.833, 5.181, 5.620], [-1.306, 5.612, 7.786], [-3.513, 6.734, 8.746], [-4.200, 5.137, 8.797], [-4.930, 6.401, 7.754], [1.709, -2.495, -4.177], [-2.651, 1.237, 2.461], [-0.099, -3.432, 0.766], [-2.896, -1.829, -4.742], [-2.618, -0.569, -5.109], [-1.720, -2.498, -4.808], [-3.462, -1.779, -3.582], [-4.146, -2.463, -6.186], [-5.076, -1.401, -6.417], [-3.206, -2.630, -7.303], [-4.665, -3.723, -5.686], [-0.358, 5.953, -1.224], [-0.830, 4.724, -0.869], [-0.268, 6.604, -0.062], [0.799, 5.797, -1.884], [-1.580, 6.883, -2.344], [-2.959, 6.814, -1.731], [-1.100, 8.288, -2.439], [-1.449, 6.174, -3.638], [2.726, -0.435, 3.268], [3.262, -1.180, 2.348], [1.713, 0.187, 2.749], [2.228, -1.122, 4.316], [3.998, 0.909, 3.843], [4.977, 0.084, 4.550], [4.659, 1.458, 2.587], [3.323, 1.860, 4.698], [5.125, 1.885, -1.398], [3.854, 1.900, -1.798], [5.703, 2.585, -2.285], [5.280, 2.587, -0.311], [5.817, 0.040, -1.327], [7.265, 0.149, -0.992], [5.062, -0.500, -0.208], [5.451, -0.583, -2.641], [-6.781, -0.233, -1.428], [-6.072, -0.768, -0.416], [-6.451, 1.053, -1.587], [-6.470, -0.720, -2.641], [-8.746, -0.322, -1.016], [-9.295, -0.969, -2.235], [-8.730, -1.096, 0.212], [-9.325, 1.014, -0.950]],
  "forces_ev_per_angstrom": [[-0.24, -0.89, -0.86], [-1.56, -0.68, 3.90], [2.21, 0.02, -2.75], [0.11, 0.38, 0.80], [0.44, -0.74, 0.07], [-0.79, 1.47, -0.48], [-0.57, -0.85, -0.62], [0.41, 0.81, 0.26], [0.08, 0.32, -0.22], [-0.40, 0.47, 0.06], [0.31, 0.09, -0.28], [-0.23, -0.19, -0.54], [0.08, 0.23, 0.55], [-1.31, 0.65, -0.70], [0.90, 0.82, -1.71], [-0.10, -2.27, 1.70], [-0.12, -0.45, -1.08], [0.73, -0.46, 0.34], [-1.01, 0.69, 0.84], [1.19, 0.92, -0.72], [-0.27, 0.23, 0.12], [0.30, 0.15, 0.57], [-0.10, -0.70, 0.11], [0.13, 0.30, -0.19], [0.06, -0.12, 0.41], [-0.62, 0.07, 0.36], [1.14, -0.76, -0.12], [-1.74, 0.24, -5.33], [-0.50, 1.73, 5.21], [0.68, -1.51, 0.25], [-1.01, 0.95, 0.36], [0.71, -0.51, -0.79], [0.89, 1.13, 0.39], [-0.03, -0.31, -0.19], [0.03, 0.11, 0.13], [-0.09, -0.17, -0.20], [-0.02, -0.63, -0.15], [-0.15, -0.03, -0.35], [-0.15, -0.07, 0.12], [1.40, -0.09, 0.46], [0.28, 0.64, 2.69], [-3.89, -2.51, -3.28], [-3.54, -1.27, -1.85], [1.98, 3.04, 3.60], [4.95, -0.05, 1.39], [-0.11, -1.52, -3.11], [-1.71, 1.54, 0.31], [0.21, 0.03, 0.02], [-0.50, 0.22, -0.58], [0.42, -0.27, -0.02], [0.30, -0.47, 0.33], [-0.74, 0.28, -1.10], [0.07, 0.59, 0.04], [-0.26, 0.24, 0.01], [0.56, 0.45, 0.45], [0.47, -0.03, -0.32], [-0.59, -0.72, -0.01], [0.32, 0.09, 0.49], [1.32, -1.40, 1.96], [-1.72, 0.41, -0.72], [0.34, 0.57, -2.52], [1.16, -0.41, -0.62], [-0.64, 1.27, 1.11], [-2.33, -2.31, 1.28], [3.03, 1.11, 0.59], [-0.42, 1.13, -0.36], [-0.16, -0.18, -0.19], [-0.53, 0.28, -0.36], [0.13, 0.45, -0.68], [0.36, 0.15, -0.48], [-0.40, 0.02, 0.63], [0.55, -0.08, -0.13], [-0.12, -0.32, 0.44], [0.18, 0.12, -0.11], [0.15, 0.04, 0.03], [-0.27, -0.47, 0.41], [-0.15, -0.06, -0.15], [-0.37, -0.96, -0.26], [-2.17, 0.29, 1.72], [5.58, 0.21, -2.04], [0.73, 0.55, 0.74], [-2.85, 0.16, 2.75], [-1.39, -0.89, 1.19], [-0.23, 0.53, -3.15], [-0.54, -0.47, 0.68], [-0.05, -0.52, -0.19], [-0.20, 0.47, 0.05], [0.84, -0.15, -0.25], [-0.51, 0.31, -0.55], [0.60, 0.32, -0.01], [0.31, 0.16, -0.20], [-0.30, -0.12, -0.01], [-0.31, -0.23, 0.06], [0.35, 0.48, -0.11], [0.36, -0.32, 0.06], [0.24, 0.46, -0.34], [-0.88, -0.57, 0.19], [0.32, -1.32, -0.54], [1.70, 0.73, 1.99], [-3.28, -1.28, -1.83], [-0.51, 0.70, -0.24], [4.16, -0.67, 2.42], [-1.20, 2.34, -2.56], [-1.11, -0.17, -0.05], [0.49, 1.02, 0.26], [-0.20, -0.34, 0.47], [-0.21, -0.10, -0.01], [-0.40, 0.97, 0.02], [0.10, -0.41, -0.15], [0.06, -0.20, -0.02], [0.15, -0.02, 0.10], [0.59, -0.45, -0.08], [-0.25, -0.08, 0.14], [0.63, 0.10, 0.13], [-0.11, -0.28, -0.32], [-0.40, 0.99, -0.04], [0.81, -1.17, -1.62], [-0.49, -0.01, 4.04], [-0.28, 0.39, 2.87], [1.18, 0.59, -0.34], [0.41, 2.92, -1.74], [-0.58, -2.24, -2.58], [-1.27, -0.31, -0.58], [-0.16, 0.02, 0.08], [-0.26, -0.08, 0.68], [-0.07, 0.27, 0.15], [0.03, -0.13, -0.32], [-0.28, -0.52, 0.40], [-0.43, -1.05, -0.14], [0.06, -0.12, -0.04], [0.09, 0.03, -0.35], [1.11, 0.09, -0.47], [0.44, 0.16, 0.31], [-0.19, 0.10, -0.64], [1.00, -0.60, -0.21], [-0.79, -0.24, -0.89], [1.16, 0.43, -2.22], [0.54, -0.23, 0.01], [1.17, -2.64, -0.50], [-3.90, 2.16, 2.68], [0.58, -0.92, 1.60], [0.73, 0.30, -2.27], [0.07, -0.27, -0.26], [-0.23, -0.01, -0.18], [0.01, -0.20, 0.11], [0.08, 0.63, -0.40], [0.25, 0.10, 1.28], [-0.18, 0.48, -0.34], [-0.20, 0.65, 0.41], [0.24, -0.05, -0.17], [-0.55, -0.13, 0.84], [-0.23, 0.22, 0.43], [0.40, 0.24, 0.05], [-1.32, 0.36, 0.06], [1.48, -0.36, -0.79], [-0.05, -2.29, -1.98], [-0.74, -1.21, -2.25], [-0.55, 1.59, 0.48], [0.57, 1.82, 4.13], [0.16, 1.37, 1.06], [0.73, -1.21, -1.69], [0.11, -0.12, -0.28], [0.49, -0.65, 0.06], [0.31, 0.58, 0.15], [-0.34, -0.32, 0.34], [-0.21, 0.42, 0.36], [0.05, -0.24, 0.12], [0.21, -0.17, -0.23], [0.07, -0.20, 0.18], [-0.08, -0.12, 0.56], [-0.74, 0.22, -0.14], [0.00, 0.42, -0.12], [-0.03, -1.10, 0.38], [0.26, 1.31, 1.73], [-0.06, -3.20, -2.08], [-1.83, 0.47, -1.75], [2.33, 0.43, 2.60], [-0.70, -0.13, 2.46], [-0.81, 0.99, -2.69], [0.97, -0.17, 0.56], [0.35, 0.24, 0.01], [-0.04, -0.30, -0.33], [0.84, -0.15, -0.48], [-0.82, -0.23, -0.02], [-0.18, 0.93, -0.45], [-0.29, 0.04, 0.00], [0.26, 0.16, 0.12], [-0.02, -0.25, -0.11], [-0.74, 0.23, -0.05], [0.07, 0.27, -0.50], [-0.03, 0.15, 0.41], [1.04, -0.49, -0.57], [0.76, -0.26, -1.26], [-3.00, -0.01, 2.53], [-0.66, -0.03, 0.77], [0.81, -0.36, -1.04], [2.08, 0.58, -2.01], [-0.35, 0.69, 0.90], [-0.14, 0.09, -1.08], [-0.03, 0.49, -0.38], [-0.13, 0.08, 0.35], [-0.53, 0.01, 0.72], [-0.55, -0.02, 0.83], [0.00, -0.27, 0.30], [-0.06, 0.07, 0.14], [0.04, 0.21, 0.03], [-0.03, 0.00, -0.48], [0.92, -0.07, 0.05], [0.38, -0.09, -0.24], [-0.57, -0.08, 0.18], [-0.37, 0.53, 0.52], [0.06, -0.21, -1.15], [0.66, 1.83, 1.31], [-0.07, -0.73, 1.68], [-0.61, 0.61, 0.36], [1.97, -0.42, -2.16], [-0.67, -2.10, -1.20], [-1.24, 0.37, 0.84], [0.06, -0.20, -0.21], [0.13, 0.14, 0.50], [-0.35, 0.30, 0.08], [0.24, -0.02, 0.20], [-0.19, 0.15, 0.03], [-0.17, -0.20, 0.16], [0.16, 0.25, -0.35], [0.36, -0.02, -0.34], [0.32, 0.04, -0.45], [-0.14, -0.09, -0.19], [-0.05, -0.05, 0.34], [0.34, 0.12, 0.51], [0.27, -0.26, 0.01], [0.02, -0.53, 0.35], [-1.50, -0.42, -5.51], [0.69, 0.85, 0.42], [-0.41, -0.04, 1.33], [0.09, -0.43, 2.62], [1.96, -1.36, -1.43], [-0.41, 0.74, 0.99], [-0.16, 0.26, 1.27], [0.13, 0.47, 0.75], [-2.19, 0.13, -0.92], [0.46, 0.04, -0.45], [1.10, 0.26, 0.09], [-0.16, 0.24, 1.22], [-2.05, 3.04, -2.08], [2.90, -0.96, -0.51], [-0.14, -2.91, 1.00], [-0.18, -0.20, 1.90], [1.48, 2.95, 1.60], [0.33, -1.57, -0.42], [-2.15, 0.93, -1.20], [0.43, -0.85, -0.13], [4.33, -0.32, -1.75], [-1.11, -0.38, -0.12], [-2.87, -0.90, 2.38], [-1.12, 0.04, -0.49], [0.57, -1.95, -0.10], [-1.68, -0.68, 0.78], [2.60, 1.29, -3.26], [-0.46, -0.28, 2.18], [1.44, 0.20, 0.13], [-2.63, 0.17, -1.45], [-0.63, -0.39, -0.04], [0.72, 1.31, 1.76], [-2.67, 0.67, -1.29], [0.60, -0.12, -0.52], [0.64, 1.20, 0.99], [0.07, -1.14, 1.25], [-1.83, -0.83, -4.15], [1.74, 0.10, 2.35], [0.43, -0.02, 0.59], [1.72, 0.16, 1.26]],
  "lowdin_charge": [0.025, -0.359, 0.159, 0.073, 0.143, 0.027, 0.044, 0.114, 0.085, 0.113, 0.109, 0.103, 0.071, 0.027, -0.324, 0.138, 0.074, 0.029, 0.003, 0.028, 0.074, 0.066, 0.033, 0.076, 0.075, 0.095, 0.059, -0.312, 0.188, 0.082, 0.180, 0.183, -0.021, 0.097, 0.044, 0.093, 0.069, 0.058, 0.128, -0.052, -0.235, -0.066, -0.004, 0.051, -0.081, 0.067, 0.011, 0.064, 0.095, 0.043, 0.085, 0.086, 0.050, 0.121, 0.161, 0.111, 0.103, 0.119, -0.060, -0.189, -0.042, -0.014, 0.005, -0.042, 0.032, 0.009, 0.082, 0.096, 0.104, 0.104, 0.097, 0.134, 0.133, 0.143, 0.069, 0.116, 0.102, -0.039, -0.184, -0.055, 0.008, 0.001, -0.101, 0.048, 0.030, 0.087, 0.059, 0.072, 0.138, 0.136, 0.100, 0.109, 0.166, 0.105, 0.082, 0.097, -0.048, -0.154, -0.049, 0.060, 0.009, -0.083, 0.023, -0.002, 0.088, 0.081, 0.055, 0.127, 0.085, 0.100, 0.136, 0.172, 0.112, 0.108, 0.107, -0.056, -0.113, -0.055, 0.032, 0.044, -0.070, 0.017, 0.003, 0.054, 0.055, 0.068, 0.134, 0.098, 0.132, 0.115, 0.128, 0.090, 0.093, 0.105, -0.053, -0.131, -0.031, -0.020, 0.036, -0.071, 0.028, -0.001, 0.053, 0.085, 0.056, 0.115, 0.108, 0.138, 0.141, 0.167, 0.112, 0.115, 0.114, -0.056, -0.166, -0.037, -0.005, 0.000, -0.066, 0.051, 0.001, 0.099, 0.061, 0.070, 0.132, 0.141, 0.144, 0.118, 0.118, 0.084, 0.115, 0.102, -0.021, -0.163, -0.075, 0.004, 0.033, -0.076, -0.015, 0.033, 0.041, 0.081, 0.081, 0.091, 0.132, 0.137, 0.140, 0.089, 0.047, 0.084, 0.116, -0.054, -0.152, -0.011, 0.002, -0.044, -0.037, -0.019, -0.040, 0.082, 0.069, 0.081, 0.111, 0.137, 0.139, 0.120, 0.098, 0.068, 0.036, 0.047, -0.071, -0.121, -0.034, 0.015, 0.000, -0.099, 0.031, 0.014, 0.004, 0.052, 0.072, 0.115, 0.113, 0.131, 0.128, 0.173, 0.119, 0.105, 0.114, -0.425, -0.309, -0.152, -0.670, 0.070, 0.050, 0.132, 0.456, -0.317, -0.364, -0.357, -0.632, 0.069, 0.099, 0.105, 0.539, -0.388, -0.328, -0.370, -0.708, 0.139, 0.133, 0.095, 0.522, -0.334, -0.355, -0.336, -0.714, 0.091, 0.187, 0.164, 0.546, -0.331, -0.365, -0.374, -0.601, 0.074, 0.066, 0.123, 0.492, -0.331, -0.381, -0.338],
  "energy_ev": -282492.7276,
  "homo_energy_ev": -13.8,
  "largest_force_ev_per_a": 5.9,
  "charge": 5
}